{"formula": "C8H17BrN2O4P2", "method": "ωB97M-V/def2-TZVPD", "symbols": ["C", "C", "O", "O", "C", "C", "P", "O", "C", "C", "C", "Br", "N", "C", "O", "P", "N", "H", "H", "H", "H", "H", "H", "H", "H", "H", "H", "H", "H", "H", "H", "H", "H", "H"], "coordinates": [[-2.0054, 3.3451, 0.7266], [-0.6024, 4.0124, 0.3796], [-0.2587, 4.9441, 1.0516], [0.1205, 3.4901, -0.6988], [0.4670, 2.0904, -0.4535], [-0.3367, 1.0874, -1.3651], [-0.3214, -0.7035, -0.7011], [-1.1483, -0.1071, 0.6929], [1.2026, -1.1982, 0.2722], [0.9245, -1.9359, 1.6496], [1.7530, -1.2052, 2.7821], [1.6976, -3.7880, 1.5165], [-1.7376, -1.7262, -1.0250], [-1.7932, -2.7130, -0.2912], [-1.9289, -3.5991, 0.4442], [0.5192, -1.4979, -2.6474], [-0.2353, -2.8560, -3.0781], [-2.3666, 2.8899, -0.2440], [-1.8827, 2.4929, 1.4550], [-2.7283, 4.1140, 1.0967], [1.5610, 1.9474, -0.6849], [0.3442, 1.9284, 0.6489], [-1.4165, 1.4199, -1.4465], [0.0840, 1.1708, -2.4029], [-2.1136, -0.1715, 0.5512], [1.8215, -1.9088, -0.3520], [1.8699, -0.2931, 0.4135], [-0.1522, -2.0912, 1.8941], [2.0772, -1.9793, 3.5350], [1.1798, -0.4221, 3.3438], [2.7117, -0.7703, 2.3691], [0.3347, -0.5755, -3.7226], [1.9171, -1.7710, -2.5524], [0.4423, -3.6198, -3.1571]], "atomic_forces_ev_per_a": [[0.68, -0.71, -1.44], [-1.67, -0.13, 1.21], [0.60, -0.43, -1.17], [-0.15, -0.28, 1.06], [0.20, -0.45, 0.19], [-0.03, 0.78, -0.21], [-0.80, 2.20, 0.14], [-0.03, -0.49, 0.03], [0.29, -0.88, 0.02], [1.11, 0.88, 0.23], [0.22, -0.79, 0.52], [-0.46, 0.57, -0.08], [1.00, -0.32, 0.83], [-0.37, 0.59, -0.35], [0.05, -0.09, -0.32], [-0.86, -2.84, -1.66], [1.09, 0.40, 0.48], [0.01, 0.50, 1.19], [-0.05, 1.02, -0.63], [0.89, -0.69, -0.27], [-1.05, 0.51, 0.19], [-0.03, -0.35, -1.06], [1.15, -0.56, 0.25], [-0.35, -0.16, 0.94], [0.73, 0.05, 0.15], [-0.82, 0.86, 0.57], [-1.04, -0.81, -0.06], [1.05, 0.28, -0.22], [-0.44, 0.91, -0.64], [0.36, -0.57, -0.81], [-1.17, -0.42, 0.34], [0.39, 0.37, 0.59], [-0.12, 0.86, 0.04], [-0.37, 0.20, -0.06]], "mulliken_charge": [-0.56, 0.47, -0.50, -0.36, -0.61, -0.54, 1.07, -0.66, -1.02, 0.20, -1.23, -0.15, -0.65, 0.73, -0.40, 0.12, -0.70, 0.22, 0.12, 0.34, 0.31, 0.41, 0.07, 0.39, 0.34, 0.56, 0.23, 0.37, 0.40, 0.28, 0.36, 0.09, 0.08, 0.22], "homo_ev": -8.183, "e_lumo_ev": 0.2, "gap_ev": 8.3657, "fmax_ev_per_a": 3.400}

{"formula": "C8H17F2O4P", "method": "ωB97M-V/def2-TZVPD", "symbols": ["C", "C", "C", "C", "C", "C", "C", "C", "O", "O", "O", "O", "F", "F", "P", "H", "H", "H", "H", "H", "H", "H", "H", "H", "H", "H", "H", "H", "H", "H", "H", "H"], "coordinates": [[2.6656, -0.9857, 2.3593], [2.2686, 1.6320, -2.0573], [-3.1974, -1.8927, 0.1148], [-1.4354, -1.1100, -1.4123], [2.1903, -0.8407, 0.9558], [1.3671, 2.3568, -1.0153], [-2.5291, -0.7485, -0.5423], [-1.6175, 0.4684, 1.0646], [0.6277, 1.7649, 2.0661], [-3.3452, 0.1742, -1.1624], [0.8551, -0.5407, 0.8612], [0.3087, 1.4986, -0.5887], [-2.3592, 1.5546, 0.8062], [-2.1556, -0.1283, 2.1456], [0.1874, 0.9086, 0.9540], [2.9171, -0.0265, 2.8311], [1.7354, -1.3424, 2.8360], [3.4405, -1.7516, 2.5474], [2.0545, 1.8712, -3.0874], [3.3535, 1.8864, -1.8678], [2.1584, 0.5838, -1.9281], [-2.5815, -2.1328, 1.0438], [-3.2160, -2.5710, -0.7539], [-4.2164, -1.6473, 0.4808], [-0.5242, -1.4489, -0.9474], [-1.8013, -1.8663, -2.1886], [-1.1219, -0.1956, -1.9105], [2.3708, -1.6668, 0.1711], [2.9266, -0.0989, 0.5055], [0.9672, 3.2776, -1.4686], [1.8420, 2.5541, -0.1123], [-4.1357, 0.4637, -0.7004]], "atomic_forces_ev_per_a": [[-1.09, -1.21, 1.39], [1.05, 1.23, 1.15], [0.05, 0.43, 1.41], [0.78, -0.29, -2.55], [4.10, -0.10, -3.08], [-0.13, -0.49, -1.68], [0.11, 2.88, 2.73], [-1.83, -2.29, -3.88], [0.44, -0.07, -0.67], [0.68, -0.19, -0.63], [-2.13, 0.90, -0.09], [-1.43, -1.19, 1.51], [0.08, 1.05, 0.39], [0.99, 0.21, 0.73], [-0.39, 0.38, -0.62], [0.02, -0.30, -0.31], [0.58, -0.03, 0.59], [-0.25, 0.53, -0.37], [-0.28, 0.20, -0.20], [-1.11, -0.21, -0.22], [-0.04, -1.02, 0.12], [-0.77, -0.56, -1.54], [-0.29, -0.77, 1.09], [0.55, -0.19, -0.36], [-0.10, -0.57, 0.50], [0.61, 0.91, 0.82], [-0.04, -0.03, -0.43], [-0.33, 0.42, 1.88], [-1.40, 0.09, 0.08], [-0.15, -0.36, 0.45], [1.60, 1.03, 1.20], [0.13, -0.41, 0.57]], "mulliken_charge": [-1.21, -1.03, -1.27, -1.52, -0.20, -0.39, 1.07, 0.61, -0.73, -0.53, -0.08, -0.24, -0.29, -0.33, 0.69, 0.30, 0.24, 0.36, 0.34, 0.30, 0.29, 0.26, 0.37, 0.37, 0.23, 0.44, 0.31, 0.36, 0.20, 0.32, 0.41, 0.37], "homo_ev": -8.211, "e_lumo_ev": 0.7, "gap_ev": 8.9208, "fmax_ev_per_a": 5.133}

{"formula": "C8H17FNbO2", "method": "ωB97M-V/def2-TZVPD", "symbols": ["C", "C", "Nb", "C", "O", "C", "C", "O", "C", "C", "C", "F", "H", "H", "H", "H", "H", "H", "H", "H", "H", "H", "H", "H", "H", "H", "H", "H", "H"], "coordinates": [[0.5326, 2.8931, 0.4915], [-0.5547, 2.1648, 0.1840], [-0.1057, 0.0871, 0.4156], [1.4541, -0.1811, -1.2953], [2.8718, -0.5036, -1.1241], [3.2066, -1.4576, -0.2441], [4.2629, -1.0191, 0.7442], [2.7435, -2.5689, -0.2637], [-1.8128, -0.4791, -1.0105], [-3.2638, -0.1767, -0.7004], [-3.7534, -0.6818, 0.6447], [-3.4987, 1.2133, -0.7728], [1.0815, 3.4360, -0.2801], [0.9120, 2.9243, 1.5038], [-1.4908, 2.5140, -0.2413], [-0.0338, -1.6252, 1.0052], [1.3279, 0.5235, 1.5398], [-1.0870, 0.2339, 1.9619], [1.0259, -0.8945, -2.0149], [1.4979, 0.7863, -1.8025], [5.0567, -1.7628, 0.7875], [4.6947, -0.0683, 0.4429], [3.7820, -0.8920, 1.7120], [-1.5850, 0.0423, -1.9538], [-1.7434, -1.5532, -1.2172], [-3.9056, -0.6098, -1.4773], [-3.6124, 0.1067, 1.3824], [-4.8220, -0.9035, 0.6147], [-3.1810, -1.5479, 0.9677]], "atomic_forces_ev_per_a": [[0.01, -0.23, -0.57], [-1.09, 0.07, 2.39], [-0.80, 0.63, -1.39], [0.24, -0.59, 0.31], [0.23, 0.44, 0.54], [-0.07, -0.14, -0.37], [0.20, 0.13, -0.47], [-0.11, -0.03, 0.19], [0.04, 0.54, 0.12], [-0.01, -0.68, -0.14], [-0.16, 0.41, 0.08], [-0.05, 0.14, 0.01], [-0.33, 0.83, 0.23], [0.73, -0.67, -0.17], [0.52, -0.36, -1.56], [-0.14, 0.24, 0.54], [0.15, -0.05, -0.06], [0.62, -0.30, 0.14], [-0.04, -0.02, 0.04], [-0.07, 0.03, -0.03], [-0.10, -0.13, 0.22], [-0.05, 0.08, 0.02], [-0.02, -0.09, 0.05], [0.07, -0.15, -0.09], [0.13, -0.02, 0.03], [-0.09, 0.19, -0.12], [0.21, -0.03, 0.08], [-0.01, -0.14, 0.00], [-0.04, -0.09, -0.01]], "mulliken_charge": [-0.34, -0.33, -0.58, -0.71, -0.38, 0.77, -0.95, -0.56, -1.51, 0.69, -1.31, -0.36, 0.22, 0.25, 0.41, 0.03, 0.00, 0.01, 0.33, 0.31, 0.32, 0.30, 0.21, 0.43, 0.59, 0.26, 0.28, 0.35, 0.29], "homo_ev": -4.388, "e_lumo_ev": 2.9, "gap_ev": 7.2934, "total_charge": -1, "fmax_ev_per_a": 2.631}

{"formula": "C8H17ISi", "method": "ωB97M-V/def2-TZVPD", "symbols": ["C", "C", "C", "C", "C", "C", "C", "C", "Si", "I", "H", "H", "H", "H", "H", "H", "H", "H", "H", "H", "H", "H", "H", "H", "H", "H", "H"], "coordinates": [[-3.3145, -1.2073, 1.0726], [-2.2136, -0.6488, 1.6259], [-4.5963, -0.3762, 1.0125], [3.8345, -1.0992, -0.9471], [0.5488, 2.4222, 0.0734], [-0.9997, -1.2361, 1.6982], [3.0403, 0.1502, -0.7629], [1.8878, 0.4097, -1.6891], [0.1654, 0.7314, -0.8105], [-1.5220, 0.4242, -2.5480], [-3.2346, -2.1315, 0.5825], [-2.1912, 0.2581, 2.1880], [-4.5910, 0.3341, 0.1996], [-5.4316, -1.1263, 0.8251], [-4.7557, 0.0149, 1.9467], [4.6020, -0.9820, -0.1831], [3.1403, -1.9204, -0.8066], [4.1544, -1.2524, -1.9824], [1.3958, 2.1108, 0.7422], [1.1186, 3.0474, -0.7142], [-0.2032, 3.0386, 0.5526], [-0.8701, -2.1057, 1.1321], [-0.2291, -0.8317, 2.2905], [2.7841, 0.2429, 0.2612], [3.7152, 0.9622, -1.0192], [1.9397, -0.4986, -2.2473], [1.8258, 1.2695, -2.4928]], "atomic_forces_ev_per_a": [[-1.23, 2.41, -0.10], [0.18, 0.20, 1.03], [-0.20, -3.95, -2.03], [-0.95, -0.31, -0.35], [1.74, -0.15, -1.77], [0.60, -0.08, -0.80], [1.16, 2.67, -1.10], [-2.42, 0.50, -1.03], [1.42, -0.09, 0.61], [-0.24, 0.28, -0.05], [0.00, -1.14, -0.62], [-1.00, 0.92, 0.11], [0.01, 0.39, -0.08], [0.68, 1.15, 0.11], [-0.49, 1.50, 2.09], [0.39, -0.98, -0.38], [0.24, -0.62, 0.66], [0.60, 0.40, 0.26], [-0.97, 0.33, -0.09], [-1.07, -0.69, 1.00], [-0.03, -0.24, 0.15], [0.66, -1.43, -0.48], [0.88, 0.24, 0.49], [-0.31, 0.20, 1.14], [0.50, 0.40, 0.67], [-1.14, -0.61, -1.05], [1.03, -1.31, 1.63]], "mulliken_charge": [-0.29, 0.27, -0.99, -1.42, -0.96, -1.26, -0.42, -0.69, 0.22, -0.19, 0.39, 0.29, 0.24, 0.29, 0.36, 0.37, 0.37, 0.35, 0.27, 0.29, 0.37, 0.33, 0.38, 0.39, 0.28, 0.41, 0.34], "homo_ev": [-7.401, -7.046], "e_lumo_ev": [-0.5, 0.0], "gap_ev": [6.8673, 7.0934], "fmax_ev_per_a": 4.450}